Record 1
Molecular formula: C3H7NS
Method: DFT, ωB97M-V/def2-TZVPD

Structure (XYZ):
```
12
Properties=species:S:1:pos:R:3:nbo_charge:R:1
C 1.17845 -0.04224 2.26707 -0.40
C -0.10300 0.30684 2.23848 -0.37
C 0.03739 -0.69966 -1.73376 -0.08
N -0.15814 0.26103 -2.53523 -0.54
S -1.57740 0.25626 -3.42114 0.17
H 1.74994 0.63174 2.83756 0.19
H 1.55521 -1.02590 2.07181 0.20
H -0.87956 -0.42278 1.96162 0.18
H -0.54196 1.28531 2.47528 0.20
H -0.59077 -1.49079 -1.37640 0.16
H 0.97385 -0.64436 -1.15010 0.17
H -1.64402 1.58456 -3.63517 0.12
```

Net charge: 0
SMILES: C=NS.C=C
Orbital gap, eV: 9.9
Energy above the lowest of the compared OMol25 structures with the same formula, charge and spin, eV: 2.3845
Spin multiplicity: 1

=====

Record 2
Molecular formula: C3H7NS
Method: DFT, ωB97M-V/def2-TZVPD

Structure (XYZ):
```
12
Properties=species:S:1:pos:R:3:nbo_charge:R:1
C -0.12017 1.21799 0.53322 -0.42
C 0.81147 -0.53158 -0.52909 0.14
C -0.72746 -1.18054 -0.07383 -0.69
H -0.23168 2.40308 0.08635 0.18
H -0.14757 1.18856 1.62419 0.20
H -1.08955 0.68065 -0.07800 0.23
H 1.76719 0.96881 -0.21282 0.40
H -1.63956 -0.43608 -0.43074 0.19
H -0.66904 -2.05096 -0.87341 0.26
H -0.91365 -1.40023 1.05413 0.25
N 0.93070 0.69434 -0.06987 -0.59
S 2.02931 -1.55404 -1.03013 -0.17
```

Net charge: 0
SMILES: CNC(C)=S
Orbital gap, eV: 9.0
Energy above the lowest of the compared OMol25 structures with the same formula, charge and spin, eV: 3.7104
Spin multiplicity: 1

=====

Record 3
Molecular formula: C3H7NS
Method: DFT, ωB97M-V/def2-TZVPD

Structure (XYZ):
```
12
Properties=species:S:1:pos:R:3:nbo_charge:R:1
C 1.48186 -1.14255 -0.26337 -0.50
C 0.19653 -1.27868 0.04965 -0.01
C -0.07136 1.34090 0.01509 -0.39
N -0.61562 -0.16693 0.35473 -0.60
S -2.19099 -0.09937 -0.11308 0.19
H 2.23084 -1.83447 -0.59881 0.22
H 1.71913 -0.09235 -0.65006 0.18
H -0.16557 -2.29015 0.25958 0.21
H -0.94893 1.93398 0.17896 0.20
H 0.72115 1.57854 0.69676 0.21
H 0.12880 1.31144 -0.95950 0.19
H -2.48582 0.73965 1.03005 0.11
```

Net charge: 0
SMILES: C=CN(C)S
Orbital gap, eV: 8.7
Energy above the lowest of the compared OMol25 structures with the same formula, charge and spin, eV: 2.6381
Spin multiplicity: 1